[1]
{
  "formula": "C4H8N2O",
  "method": "ωB97M-V with the def2-TZVPD basis set",
  "symbols": ["C", "C", "C", "N", "C", "N", "H", "H", "H", "H", "H", "H", "H", "H", "O"],
  "positions_angstrom": [[-0.4595, 0.9616, 1.8159], [-0.6060, 0.2871, 0.4804], [-0.7919, 0.7583, -0.8532], [-0.8624, -0.2904, -1.7353], [-0.9007, -1.4479, -1.0527], [-0.7712, -1.0717, 0.3333], [-1.2355, 0.8645, 2.6046], [0.4233, 0.5477, 2.5184], [-0.0164, 1.9611, 1.6852], [-0.8994, 1.7609, -1.0670], [-1.2167, -2.4592, -1.5029], [-0.9190, -1.6804, 1.1307], [2.9454, 1.3979, 0.3222], [2.4144, -0.0779, 0.1618], [3.3110, 0.4833, 0.2023]],
  "atomic_forces_ev_per_a": [[2.7980, -0.7598, 2.0717], [-1.4357, -0.4434, -1.9689], [1.2399, -2.9109, 2.7560], [-0.7940, -1.0304, 0.3416], [-0.4191, 2.5439, 1.1647], [0.0136, -1.6728, -0.9872], [-0.2866, 0.5395, -1.1924], [-1.3823, 0.1122, -1.9802], [-1.0585, 0.0078, 0.0066], [0.1380, 1.8119, -1.0379], [0.9559, 1.8164, 1.2107], [0.2969, -0.0130, -0.3554], [0.5869, -1.1615, -0.2013], [2.9964, 1.7918, 0.0466], [-3.6496, -0.6316, 0.1253]],
  "smiles": "Cc1cnc[nH]1.O",
  "energy_ha": -341.9207,
  "total_charge": 0,
  "mol_weight_g_mol": 100.12,
  "spin_multiplicity": 1,
  "homo_ev": -8.65
}

[2]
{
  "formula": "C11H19O4",
  "method": "ωB97M-V with the def2-TZVPD basis set",
  "symbols": ["C", "C", "C", "C", "C", "O", "O", "C", "H", "H", "H", "H", "H", "H", "H", "H", "H", "H", "H", "C", "C", "C", "C", "O", "O", "C", "H", "H", "H", "H", "H", "H", "H", "H"],
  "positions_angstrom": [[-1.8007, -1.3147, 2.6443], [-1.3339, -0.5478, 1.3937], [-0.6045, 0.6845, 1.7036], [-1.2591, 1.9553, 1.9339], [0.8315, 0.6355, 1.9061], [1.5667, 1.5842, 2.1915], [1.3386, -0.6064, 1.7440], [2.7327, -0.6401, 1.9778], [-2.3434, -2.2153, 2.3504], [-0.9262, -1.6005, 3.2369], [-2.4568, -0.6829, 3.2521], [-0.6931, -1.1994, 0.7834], [-2.2073, -0.2653, 0.7887], [-0.4963, 2.6897, 2.2147], [-1.7799, 2.3016, 1.0304], [-2.0072, 1.8871, 2.7393], [3.0204, -1.6792, 1.8072], [3.2485, 0.0383, 1.2855], [2.9589, -0.3287, 3.0062], [1.9439, 1.3025, -2.2978], [0.5319, 0.8306, -2.2027], [-0.4585, 1.5401, -1.6435], [0.2583, -0.5380, -2.7754], [1.0952, -1.2471, -3.3149], [-1.0217, -0.9075, -2.6332], [-1.2757, -2.1774, -3.2195], [2.5307, 0.5295, -2.7993], [2.0084, 2.2397, -2.8675], [2.3531, 1.4869, -1.2947], [-1.4864, 1.1907, -1.6294], [-0.2342, 2.5211, -1.2286], [-2.3407, -2.3537, -3.0708], [-1.0229, -2.1666, -4.2867], [-0.6701, -2.9466, -2.7258]],
  "atomic_forces_ev_per_a": [[0.1659, 0.1920, -0.0568], [-0.4852, -0.4806, -0.6299], [1.2172, -0.3711, 0.2826], [-0.3001, 1.0497, 0.2163], [0.5092, 0.7258, 0.1050], [-0.9687, -0.6543, -0.2582], [-0.2229, 0.2066, 0.0699], [0.6484, -0.2885, -0.0080], [0.0227, 0.0631, 0.0873], [-0.1988, -0.0169, 0.0026], [0.0828, -0.1693, -0.0118], [-0.2824, 0.1048, 0.1341], [0.0557, -0.2047, 0.0660], [-0.3395, 0.0148, -0.0455], [-0.0432, -0.0069, 0.1333], [0.0584, 0.0283, -0.1764], [0.1112, 0.2043, 0.0499], [-0.0345, -0.2632, 0.2064], [-0.0017, -0.1225, -0.2843], [0.3561, 0.1110, 0.0493], [-0.7984, -0.1405, 0.1874], [0.4485, -0.1792, -0.3379], [0.7752, 0.0104, -0.2179], [-0.8404, 0.8661, 0.6137], [0.3357, -0.0111, -0.1529], [-0.2773, -0.4988, -0.1308], [0.0953, 0.2617, 0.1136], [0.0212, -0.2663, 0.1327], [-0.0165, -0.0510, -0.2681], [0.2165, 0.0081, 0.0807], [-0.1190, -0.1375, -0.0297], [0.1387, -0.0852, -0.0524], [-0.1112, -0.0185, 0.2644], [-0.2190, 0.1194, -0.1347]],
  "energy_ha": -731.4467,
  "total_charge": 0,
  "mol_weight_g_mol": 215.27,
  "spin_multiplicity": 2,
  "homo_ev": [-8.19, -9.97]
}